No. 1
Molecular formula: C50H46N4O4S3Sn
Method: DFT, ωB97M-V with the def2-TZVPD basis set

CARTESIAN COORDINATES (ANGSTROEM)
1 Sn 0.19764 0.62128 -0.69567
2 O -5.82382 0.40208 3.23688
3 C -4.88328 1.42934 3.45155
4 C -3.71099 1.19506 2.54282
5 C -2.48353 1.80014 2.79120
6 C -1.44310 1.58495 1.91531
7 N -1.55922 0.79699 0.84136
8 C -2.74099 0.20605 0.59145
9 C -3.83378 0.39001 1.41801
10 C -2.79957 -0.62260 -0.64374
11 C -3.75103 -1.59154 -0.86229
12 C -3.68184 -2.34718 -2.03548
13 C -4.72172 -3.40175 -2.34019
14 O -5.60351 -3.64220 -1.27148
15 C -2.65580 -2.10817 -2.93245
16 C -1.73731 -1.11223 -2.63091
17 N -1.81262 -0.38120 -1.52611
18 H -6.60197 0.55680 3.78166
19 H -4.53256 1.45752 4.48820
20 H -5.30304 2.41492 3.21796
21 H -2.33385 2.43435 3.65556
22 H -0.47502 2.04344 2.07665
23 H -4.78074 -0.07984 1.19708
24 H -4.53517 -1.78856 -0.14678
25 H -4.22372 -4.31545 -2.67658
26 H -5.32367 -3.04343 -3.17838
27 H -5.25671 -4.34438 -0.71258
28 H -2.56297 -2.67830 -3.84941
29 H -0.57669 -1.39590 -4.14478
30 C 9.36953 1.44320 -1.16455
31 C 7.94353 1.02997 -0.93452
32 C 6.88638 1.86842 -1.29591
33 C 5.57182 1.49856 -1.07581
34 C 5.30861 0.27255 -0.47839
35 C 6.33995 -0.57360 -0.09377
36 C 7.65015 -0.19154 -0.33370
37 S 3.66352 -0.29955 -0.17433
38 O 2.79110 0.91886 0.12627
39 C 3.14573 -0.79825 -1.81088
40 C 2.97299 0.17295 -2.82781
41 C 2.52182 -0.21590 -4.04977
42 C 2.20807 -1.57826 -4.30632
43 C 1.68675 -1.98844 -5.55690
44 C 1.34966 -3.29693 -5.77389
45 C 1.52573 -4.25708 -4.75442
46 C 2.03151 -3.88979 -3.53826
47 C 2.38080 -2.54126 -3.28350
48 C 2.86289 -2.12148 -2.00505
49 C 3.02862 -3.08504 -0.88287
50 C 4.27736 -3.75514 -0.71002
51 C 5.34696 -3.60329 -1.62989
52 C 6.53936 -4.23478 -1.41538
53 C 6.72839 -5.04369 -0.27424
54 C 5.71617 -5.20512 0.62792
55 C 4.46769 -4.56672 0.43315
56 C 3.40427 -4.71388 1.36061
57 C 2.20660 -4.09918 1.15903
58 C 2.01887 -3.27586 0.02240
59 S 0.42658 -2.56257 -0.31130
60 O -0.69127 -0.78573 -3.40112
61 C -0.06689 -1.93671 1.27249
62 C 0.70712 -1.00907 1.96487
63 C 0.23477 -0.46090 3.14850
64 C -1.01588 -0.80528 3.65676
65 C -1.53564 -0.20253 4.93235
66 C -1.77241 -1.74414 2.95726
67 C -1.30115 -2.31688 1.78582
68 H 9.43439 2.30330 -1.82843
69 H 9.94673 0.62857 -1.60153
70 H 9.84652 1.71005 -0.21950
71 H 7.10263 2.82216 -1.76198
72 H 4.76370 2.16273 -1.35726
73 H 6.12243 -1.52207 0.38390
74 H 8.45775 -0.85166 -0.04045
75 H 3.19015 1.21470 -2.62576
76 H 2.38037 0.51180 -4.84035
77 H 1.56725 -1.25042 -6.34174
78 H 0.96105 -3.60363 -6.73635
79 H 1.26599 -5.29040 -4.94290
80 H 2.17182 -4.62708 -2.75768
81 H 5.21308 -2.98446 -2.50873
82 H 7.34686 -4.11738 -2.12659
83 H 7.67720 -5.54066 -0.12088
84 H 5.85307 -5.82788 1.50359
85 H 3.55350 -5.34331 2.22976
86 H 1.39255 -4.23434 1.85899
87 H 1.68747 -0.72968 1.58880
88 H 0.85324 0.24523 3.69099
89 H -0.78342 0.41956 5.41522
90 H -1.83568 -0.97798 5.63765
91 H -2.41554 0.41640 4.74129
92 H -2.73602 -2.04934 3.34947
93 H -1.88157 -3.07202 1.27225
94 C 0.17892 6.40213 -0.31985
95 N 1.22529 5.45234 0.00466
96 C 2.51795 5.91260 0.52216
97 C 3.29975 4.60297 0.71454
98 N 2.42982 3.62601 0.05835
99 C 1.25594 4.15236 -0.27542
100 S -0.06625 3.33545 -1.00995
101 H -0.01381 7.03311 0.54691
102 H -0.72888 5.86891 -0.58470
103 H 0.48326 7.03227 -1.15709
104 H 2.37323 6.45782 1.45330
105 H 2.98991 6.58184 -0.19911
106 H 3.43481 4.35286 1.76658
107 H 4.27701 4.63044 0.23781
108 H 2.61064 2.62125 0.04129

Output
Highest occupied orbital energy: -0.4497 Eh
M: 981.9 u
Energy above the lowest of the compared OMol25 structures with the same formula, charge and spin: 3.3 kcal per mole
Electronic energy: -3861.43832 a.u.
Total charge: +2

=====

No. 2
Molecular formula: C6H11P
Method: DFT, ωB97M-V with the def2-TZVPD basis set

CARTESIAN COORDINATES (ANGSTROEM)
1 C -3.50974 -1.03119 -0.11477
2 C 0.59424 -0.23663 0.37660
3 C -0.29776 0.68042 0.18633
4 C 2.87750 0.33885 -0.57808
5 C 1.73785 -0.62607 -0.52800
6 C -1.48649 0.93606 0.99581
7 P -3.04198 0.50808 -0.44761
8 H -4.13014 -1.70206 -0.75133
9 H -3.00175 -1.58075 0.79343
10 H 0.69281 -0.68732 1.29466
11 H -0.52453 1.20757 -0.73068
12 H 3.87184 -0.05158 -0.78308
13 H 2.65462 1.16612 -1.39782
14 H 3.11192 0.94494 0.33809
15 H 1.34954 -0.68494 -1.46186
16 H 2.28911 -1.55841 -0.15384
17 H -1.44472 0.33942 2.00508
18 H -1.74231 2.03748 0.95706

Output
Highest occupied orbital energy: -0.3117 Eh
M: 114.1 u
Energy above the lowest of the compared OMol25 structures with the same formula, charge and spin: 56.6 kcal per mole
Electronic energy: -576.42741 a.u.

=====

No. 3
Molecular formula: C9H6CuNSSe2Te2
Method: DFT, ωB97M-V with the def2-TZVPD basis set

CARTESIAN COORDINATES (ANGSTROEM)
1 Cu 1.38542 -1.62920 0.54360
2 Se -0.02325 -3.55982 0.31928
3 Te 1.12513 -5.62605 0.83554
4 Te 3.63967 -4.89396 1.48556
5 Se 3.54120 -2.50932 1.23920
6 S 1.03045 2.86940 0.02976
7 C 2.60886 2.44557 0.51756
8 C 2.73158 1.09790 0.67620
9 C 1.54561 0.32850 0.40947
10 C 0.54284 1.19015 0.04511
11 C -0.85159 0.86661 -0.32185
12 C -1.77666 1.86105 -0.67625
13 C -3.06651 1.50720 -1.01065
14 C -3.42863 0.16586 -0.99055
15 C -2.45339 -0.74881 -0.62920
16 N -1.20827 -0.42055 -0.30517
17 H 3.36377 3.20330 0.66271
18 H 3.67267 0.65666 0.98437
19 H -1.48275 2.90238 -0.68822
20 H -3.78511 2.27060 -1.28511
21 H -4.42598 -0.16761 -1.24363
22 H -2.68508 -1.80983 -0.59773

Output
Highest occupied orbital energy (alpha / beta): -0.1444 / -0.1448 Eh
M: 636.9 u
Spin multiplicity: 2
Electronic energy: -7778.98714 a.u.
Total charge: -1

=====

No. 4
Molecular formula: C2H5FFeO2
Method: DFT, ωB97M-V with the def2-TZVPD basis set

CARTESIAN COORDINATES (ANGSTROEM)
1 O -0.31948 1.07942 -0.62201
2 C -1.39581 1.04073 0.19626
3 O -1.03882 0.11630 1.26056
4 C -1.67700 0.31203 2.50141
5 Fe 0.93243 0.02088 0.25642
6 H -2.30465 0.62018 -0.27718
7 H -1.62233 2.01932 0.66982
8 H -1.89216 -0.66523 2.95613
9 H -2.61768 0.87177 2.37491
10 H -1.00470 0.87478 3.16087
11 F 2.48730 -0.65415 0.73545

Output
Highest occupied orbital energy (alpha / beta): -0.5959 / -0.5906 Eh
M: 135.9 u
Spin multiplicity: 6
Electronic energy: -1592.90999 a.u.
Total charge: +1

=====

Number 4 is which compound? C2H5FFeO2